Entry 1:
89
Properties=species:S:1:pos:R:3 method="wB97M-V/def2-TZVPD" mol_weight_g_mol=909.5 e_homo_ev=-10.616 lumo_energy_ev=-3.626 total_charge=+1
C -0.6315 0.8145 -0.7631
C -0.6776 1.3670 -2.1696
I 0.2845 3.1633 -2.4594
C -1.2952 0.7336 -3.1616
I -1.4473 1.3452 -5.1289
N -1.9172 -0.5156 -2.8895
N -1.1324 -1.6845 -3.0298
C -3.1848 -0.6030 -2.4887
N -3.7677 -1.7729 -2.1806
C -5.0057 -1.4778 -1.8084
P -6.1740 -2.8030 -1.2601
O -5.6622 -4.0885 -1.6802
O -7.5587 -2.3970 -1.9065
O -6.3135 -2.5396 0.2995
N -5.2126 -0.1635 -1.8942
N -4.0519 0.4387 -2.3493
P -4.2186 2.2103 -2.5415
N -5.2300 2.6898 -1.4878
H -0.0490 -0.1158 -0.7398
H -1.6397 0.5881 -0.3887
H -0.1747 1.5234 -0.0704
H -1.6064 -2.3142 -3.6732
H -1.1148 -2.1338 -2.1160
H -8.0030 -1.6000 -1.5858
H -6.0138 -1.6954 0.6633
H -6.0120 0.4221 -1.6754
H -2.9014 2.6530 -2.6030
H -4.7009 2.1578 -3.8458
H -4.8845 3.3418 -0.7915
C 5.2579 3.3106 -1.5943
C 6.3199 3.5983 -0.7467
C 6.1192 3.6691 0.6265
C 4.8530 3.4560 1.1524
C 3.7932 3.1660 0.3076
C 3.9950 3.0911 -1.0625
H 5.4180 3.2525 -2.6632
H 7.3073 3.7647 -1.1569
H 6.9492 3.8927 1.2838
H 4.6840 3.5132 2.2203
H 2.8063 2.9977 0.7230
H 3.1443 2.8560 -1.6882
C 0.4530 -4.5999 2.1671
C 0.8351 -3.8039 1.0965
C -0.0917 -3.4863 0.1121
C -1.4025 -3.9424 0.2076
C -1.7819 -4.7334 1.2839
C -0.8524 -5.0617 2.2597
H 1.1763 -4.8677 2.9267
H 1.8542 -3.4467 1.0219
H 0.2155 -2.8748 -0.7297
H -2.1304 -3.6984 -0.5596
H -2.7985 -5.0972 1.3568
H -1.1428 -5.6879 3.0931
C 2.3282 0.0877 2.9218
C 3.6286 0.5578 3.0499
C 4.0899 0.9901 4.2852
C 3.2494 0.9560 5.3898
C 1.9497 0.4858 5.2609
C 1.4889 0.0482 4.0268
H 1.9697 -0.2510 1.9567
H 4.2777 0.5910 2.1841
H 5.1028 1.3586 4.3859
H 3.6089 1.2935 6.3532
H 1.2980 0.4536 6.1243
H 0.4769 -0.3245 3.9281
C 4.3373 -5.9048 6.7433
C 4.4230 -4.5243 6.6251
C 4.1355 -3.9110 5.4137
C 3.7606 -4.6815 4.3221
C 3.6758 -6.0622 4.4381
C 3.9646 -6.6743 5.6501
H 4.5635 -6.3819 7.6879
H 4.7150 -3.9259 7.4784
H 4.2051 -2.8357 5.3182
H 3.5408 -4.2027 3.3752
H 3.3873 -6.6628 3.5843
H 3.9027 -7.7509 5.7414
C -2.0250 5.6226 -5.1238
C -1.7898 6.3675 -6.2698
C -2.8272 6.6081 -7.1611
C -4.0986 6.1134 -6.9068
C -4.3387 5.3723 -5.7579
C -3.2974 5.1286 -4.8750
H -1.2312 5.4272 -4.4127
H -0.8022 6.7623 -6.4680
H -2.6445 7.1875 -8.0564
H -4.9042 6.3102 -7.6014
H -5.3332 4.9948 -5.5547
H -3.4730 4.5651 -3.9684

Entry 2:
91
Properties=species:S:1:pos:R:3 method="wB97M-V/def2-TZVPD" mol_weight_g_mol=884.0 relative_energy_ev=2.128 e_homo_ev=-12.210 lumo_energy_ev=-5.972 total_charge=+2
Zr -0.4363 -0.9430 1.1614
C -0.5442 1.7982 4.6809
C -1.8174 1.8081 3.9359
N -2.6588 2.7733 4.1358
C -3.8861 2.7331 3.5533
C -4.2304 1.9656 2.4220
C -5.6478 2.0020 1.8604
O -5.5701 2.1673 0.4435
C -3.2196 0.9967 2.0561
C -3.3468 0.1715 0.8854
N -2.4532 -0.6890 0.3451
C -2.8116 -1.2612 -0.9601
C -2.5011 -0.5878 -2.1815
C -3.0734 -1.0343 -3.3745
C -4.1272 -1.9283 -3.3197
C -4.4856 -2.5663 -2.1413
C -3.7195 -2.3637 -0.9969
I -3.5835 -3.6060 0.6911
C -2.0800 0.7813 2.8675
O -1.5573 -0.4653 2.8092
H -0.5174 1.1846 5.5708
H -0.4373 2.7718 5.0749
H 0.3087 1.6084 4.0578
H -4.6609 3.3743 3.9983
H -6.1751 2.7573 2.4055
H -6.1270 0.9760 1.9968
H -6.4498 2.4859 0.1635
H -4.2974 0.3250 0.3717
H -1.7776 0.2357 -2.2040
H -2.5927 -0.7065 -4.3271
H -4.6873 -2.2642 -4.1474
H -5.2934 -3.3088 -2.1982
N -0.3514 1.3066 0.1499
C 0.9226 1.9814 0.4744
C 0.7330 3.3999 0.9482
C 2.0028 4.2128 1.0960
C 2.6980 4.5707 -0.2269
N 3.7282 3.6402 -0.6541
C 4.9718 3.4447 -0.1638
N 5.4918 4.3047 0.7021
N 5.7058 2.4735 -0.6652
C 1.8585 1.1160 1.3974
O 2.9406 1.5594 1.6567
O 1.3366 -0.0197 1.8905
H -0.4897 1.0361 -0.8301
H -1.1493 1.8504 0.4442
H 1.5195 2.0106 -0.4777
H 0.3116 3.4564 1.9986
H 0.0361 3.8795 0.2853
H 2.6316 3.7173 1.7933
H 1.8233 5.1863 1.6929
H 3.0823 5.5624 -0.0485
H 2.0605 4.6684 -1.1113
H 3.4496 3.0155 -1.3789
H 4.9085 5.0555 1.1533
H 6.4578 4.2790 0.9775
H 5.2717 1.7662 -1.2225
H 6.5848 2.2542 -0.2665
N 0.4182 -4.0352 1.8298
C 0.7067 -4.7863 2.9462
C 0.4009 -4.0479 4.0883
C -0.1802 -2.8291 3.6509
N -0.1600 -2.8254 2.1913
H 0.2241 -4.3517 0.8951
H 1.2167 -5.7342 2.9242
H 0.6683 -4.2715 5.1170
H -0.6639 -1.9754 4.1456
C 1.5806 -6.1390 -2.2599
C 0.2784 -5.6111 -2.2986
C 0.0434 -4.2756 -1.9257
C 1.1437 -3.4353 -1.7040
C 2.3494 -4.1068 -1.4176
C 2.6548 -5.3851 -1.7634
Si 1.0971 -1.6355 -1.0471
C 1.2823 -0.7178 -2.7288
C 2.3648 0.1036 -2.8926
C 2.4244 0.9354 -4.0343
C 1.3777 0.9487 -4.9476
C 0.3482 -0.0118 -4.8682
C 0.2491 -0.7902 -3.7379
H 1.6853 -7.1487 -2.5950
H -0.4868 -6.3238 -2.6614
H -1.0062 -3.9117 -1.8211
H 3.1551 -3.5134 -0.9373
H 3.6340 -5.7801 -1.7517
H 2.3840 -1.1744 -0.2856
H 3.0673 0.2476 -2.1032
H 3.2865 1.5656 -4.2863
H 1.3154 1.6875 -5.6988
H -0.3869 -0.1018 -5.6914
H -0.5521 -1.4896 -3.5816